# 1
The following is a quantum chemistry calculation of an isolated ion of composition C6H9N4O3 and charge +1, from the OMol25 dataset.

Geometry (Å):
O: 0.31876 -3.73057 0.43552
O: 0.89736 -2.58467 2.26409
O: 0.62425 -1.50648 0.32054
N: 0.60116 -0.47034 1.03446
N: -1.03705 -2.67867 -2.75297
N: -0.21912 -3.75031 -0.92032
N: 1.02908 0.65422 0.81893
C: -0.47872 -2.54989 -1.57384
C: 1.23118 1.86996 1.21315
C: 0.21952 2.85709 0.91800
C: 0.59354 -2.72237 1.14933
C: 0.48842 4.14903 1.08569
C: -0.94531 2.27874 0.21144
H: -1.79363 2.93486 0.41447
H: -1.37557 -1.77098 -3.21758
H: -1.24114 -3.50910 -3.40351
H: -0.73010 2.23051 -0.80498
H: -0.48300 -4.66813 -1.26603
H: -0.22449 4.98964 0.72277
H: 2.26569 2.14376 1.62179
H: 1.44878 4.66305 1.33602
H: -1.18963 1.17068 0.39303

Relative energy (zero: lowest compared OMol25 entry of this formula, charge and spin), kJ/mol: 888.6
Max |F|, eV Å⁻¹: 4.8
E_HOMO, eV: -12.26
Charge: +1

***

# 2
The following is a quantum chemistry calculation of an isolated ion of composition CHN2O4S and charge -1, from the OMol25 dataset.

Geometry (Å):
S: 1.95325 1.27447 0.37591
O: 1.40277 0.09253 1.11428
O: 2.91972 0.84428 -0.60702
O: 0.48782 1.63896 -0.52974
O: -3.50992 1.52114 0.35867
N: -0.30585 0.51838 -0.80216
N: -1.42556 0.55362 -0.02613
C: -2.47836 1.12742 -0.00595
H: 0.22366 -0.44074 -0.28782

Relative energy (zero: lowest compared OMol25 entry of this formula, charge and spin), kJ/mol: 184.5
Max |F|, eV Å⁻¹: 4.2
E_HOMO, eV: -4.56
Charge: -1

***

# 3
The following is a quantum chemistry calculation of C8H21BiClIOP2 as an isolated structure, from the OMol25 dataset.

Geometry (Å):
Bi: -1.28149 0.18466 -0.51225
I: 1.52416 1.46112 2.14055
Cl: -3.51663 0.69204 -1.26400
P: -1.17765 -1.49651 1.93212
P: 0.81103 1.76460 -1.85650
O: 3.30453 -0.63285 1.17283
C: -2.20265 -2.92689 1.44526
C: 2.23147 -0.29759 0.89954
C: 0.47145 1.44887 -3.65072
C: 0.21353 3.51387 -1.63821
C: -2.26361 -0.55875 3.07269
C: 2.64518 2.01599 -1.78975
C: 0.48894 -1.55958 -1.05148
C: 0.07686 -2.16446 3.06667
H: 0.65343 3.96924 -0.73667
H: 1.38117 -1.26243 -1.63520
H: -2.69782 -3.33951 2.32985
H: -2.98396 0.01668 2.48814
H: 2.98547 2.35836 -0.80266
H: 0.82061 -2.28146 -0.29025
H: -2.97650 -2.66427 0.71146
H: 0.68771 -1.39870 3.55021
H: 3.14996 1.06543 -2.00009
H: -0.31382 -1.99827 -1.72372
H: -0.59562 1.20964 -3.81503
H: -1.69458 0.13972 3.69419
H: 0.46390 4.13796 -2.51136
H: -1.61590 -3.73128 0.98648
H: 0.73365 2.33261 -4.26017
H: -0.41308 -2.74037 3.85709
H: 2.96520 2.75974 -2.53955
H: -2.80277 -1.24195 3.73303
H: 1.04422 0.58412 -4.03036
H: -0.87700 3.47083 -1.51289
H: 0.76060 -2.83060 2.54074

Max |F|, eV Å⁻¹: 3.4
E_HOMO (alpha / beta), eV: -14.86 / -15.10
Charge: +2

***

# 4
The following is a quantum chemistry calculation of one molecule with the formula C3H7NS2, from the OMol25 dataset.

Geometry (Å):
S: 2.07626 -0.43139 0.10025
S: 0.71096 -0.47613 -1.47821
N: -0.19070 -1.01448 1.67484
C: -0.93682 -1.13748 -0.79410
C: 2.01491 1.28194 0.77127
C: -0.61208 -1.77597 0.57400
H: -1.62119 -0.35686 -0.93402
H: 0.13650 -2.57121 0.52894
H: -1.28272 -1.84885 -1.60520
H: 1.80660 1.28158 1.84095
H: -1.60471 -2.06818 0.91677
H: 1.23849 1.74624 0.22843
H: 3.00407 1.69380 0.55939

Relative energy (zero: lowest compared OMol25 entry of this formula, charge and spin), kJ/mol: 425.3
Max |F|, eV Å⁻¹: 3.3
E_HOMO (alpha / beta), eV: -8.93 / -8.51
Charge: 0

***

# 5
The following is a quantum chemistry calculation of C41H39AlGeO5P2Te as an isolated structure, from the OMol25 dataset.

Geometry (Å):
Te: -1.12698 2.56522 -1.77656
Ge: -1.62105 -1.30142 -0.50764
P: 2.44698 0.22479 -0.02044
P: -0.95099 2.89668 0.70352
Al: 0.13268 0.05217 0.61603
O: 0.24532 -0.70742 2.20301
O: 0.81219 -1.42645 4.19149
O: -0.08618 1.69396 1.15296
O: -0.22109 4.11741 1.42142
O: -2.38158 2.76046 1.34442
C: 3.09697 1.61153 -0.98697
C: -1.20251 -5.20729 2.29128
C: -2.92335 3.21942 2.63193
C: 1.13042 -0.86706 3.16371
C: 3.24949 3.63148 -2.89821
C: -1.31327 -2.04435 -2.30838
C: 4.37647 0.87033 1.82099
C: -4.37387 -1.83025 -1.45457
C: 2.65324 2.90920 -0.71007
C: -0.33033 -3.79819 0.48485
C: 3.10728 0.24810 1.70796
C: 3.70424 2.34798 -3.22027
C: 4.92640 1.07845 3.05526
C: 2.49361 -0.23834 2.91177
C: -1.46055 -2.95587 0.53763
C: -1.19833 -3.42564 -2.57247
C: -1.69873 -1.63677 -4.67788
C: 3.63059 1.35367 -2.28193
C: -4.09101 4.09461 2.35283
C: 0.69299 6.27214 1.78002
C: -4.21858 -0.20799 0.37032
C: -1.42203 -3.87825 -3.89065
C: 3.12483 -0.03880 4.14377
C: -5.64011 0.01315 0.28910
C: 3.55854 -3.78525 -1.97339
C: 2.86421 3.94789 -1.61992
C: 4.27869 0.69588 4.25725
C: -2.35371 -4.43899 2.29445
C: 3.88830 -2.24384 -0.11251
C: -2.48093 -3.34354 1.42589
C: 4.04585 -3.52665 -0.67082
C: 3.10464 -1.29381 -0.78180
C: -5.73879 -1.56628 -1.57932
C: -6.38142 -0.69707 -0.70293
C: -3.58049 -1.08171 -0.57734
C: -1.57654 -1.20271 -3.36441
C: -0.23260 -4.89509 1.30222
C: -1.58348 -2.97876 -4.96978
C: 2.62295 -1.59414 -2.05352
C: 2.86292 -2.78897 -2.66819
C: -0.25131 5.51736 0.92949
H: 0.71718 7.25085 1.33723
H: -3.18750 2.36209 3.17427
H: -3.59046 0.33307 1.11349
H: -3.38357 -2.70746 1.51670
H: 4.72659 0.84420 5.25456
H: 4.88756 1.21078 0.87664
H: -7.47379 -0.58585 -0.79053
H: 0.54809 -5.62888 1.14574
H: -1.28919 5.90367 0.95540
H: -2.08447 3.73120 3.09651
H: -4.39958 4.58284 3.26176
H: -3.87225 4.87721 1.60220
H: -1.55515 -3.38127 -5.99918
H: -1.48562 -4.96544 -3.95468
H: 0.32511 6.28709 2.78832
H: -6.29768 -2.08205 -2.35548
H: 2.03203 -0.78383 -2.54580
H: 3.91012 0.33810 -2.52624
H: 4.47592 -1.96192 0.71829
H: -1.84368 -0.89336 -5.49446
H: 4.05576 2.10101 -4.23533
H: 0.10698 5.56987 -0.14881
H: 2.77022 4.95832 -1.29706
H: -3.93861 -2.56424 -2.14871
H: 1.70251 5.88820 1.69666
H: -3.27610 -4.73561 2.82015
H: 2.51436 -2.96346 -3.68399
H: 3.66980 -4.77691 -2.38571
H: 2.69874 -0.41837 5.06500
H: 4.57110 -4.32967 -0.18286
H: 2.29387 3.14312 0.28482
H: -4.92590 3.50487 1.92398
H: 3.37943 4.40915 -3.65400
H: -6.07559 0.79721 0.97550
H: -0.99604 -5.96259 3.04658
H: 5.88957 1.50036 3.10374
H: 0.44206 -3.64868 -0.33263
H: -1.11883 -4.21317 -1.84426
H: -1.53297 -0.11147 -3.18134

Relative energy (zero: lowest compared OMol25 entry of this formula, charge and spin), kJ/mol: 105.0
Max |F|, eV Å⁻¹: 2.3
Multiplicity: 2
E_HOMO (alpha / beta), eV: -10.27 / -10.26
Charge: +1

***

# 6
The following is a quantum chemistry calculation of C16H19BeCl as an isolated structure, from the OMol25 dataset.

Geometry (Å):
Cl: 0.53406 1.73406 1.40512
C: 0.37121 2.66796 -2.29149
C: 1.41919 -1.94112 2.03194
C: 0.55757 0.15614 0.64778
C: 0.79914 -1.02892 1.05447
C: 2.92073 -1.63492 2.03851
C: -2.66716 0.68908 0.38824
C: -0.04478 0.64384 -3.31173
C: 1.15622 0.47911 -2.52084
C: -0.46090 1.98825 -3.20682
C: -2.94411 2.34896 -1.19076
C: 1.17082 -3.40205 1.64962
C: 1.40499 1.76627 -1.86760
C: -2.60435 2.10004 0.17365
C: -3.04314 0.07028 -0.84074
C: -3.22172 1.10289 -1.81301
C: 0.84424 -1.65149 3.42348
Be: 0.18707 0.63380 -1.05470
H: 3.08697 -0.58584 2.31409
H: 2.25732 2.00593 -1.23915
H: -2.94685 3.32437 -1.67117
H: -3.47144 0.94909 -2.86072
H: -2.33021 2.85048 0.91543
H: 1.78689 -0.40399 -2.46462
H: 0.09430 -3.61520 1.65462
H: 1.01557 -0.60284 3.69366
H: -0.47893 -0.10655 -3.96439
H: -3.15357 -1.00220 -1.01020
H: 1.66993 -4.05815 2.37646
H: -1.24774 2.44796 -3.78884
H: -0.23273 -1.85203 3.44184
H: 3.34579 -1.80950 1.04310
H: -2.44037 0.17202 1.32105
H: 1.33244 -2.28841 4.17238
H: 0.31820 3.72746 -2.06129
H: 1.57576 -3.60189 0.64950
H: 3.43962 -2.27292 2.76314

Max |F|, eV Å⁻¹: 4.7
E_HOMO, eV: 1.79
Charge: -2